[1]
# C2H4Cl3

2 unconnected molecules or ions with the total composition C2H4Cl3 in a non-equilibrium geometry (ωB97M-V with the def2-TZVPD basis set, the OMol25 dataset).

Frontier orbital gap in Eh: 0.26721
Total charge: -1
ΔE to the lowest compared entry with this formula, charge and spin in kcal per mole: 3.8
LUMO in Eh: 0.1179
Multiplicity: 1

Geometry as XYZ:
```
9
C2H4Cl3, DFT ωB97M-V with the def2-TZVPD basis set
Cl -5.83320 12.68483 -4.50797
Cl -4.29046 11.25766 -0.25803
C -3.54615 11.42349 -1.88274
C -2.91222 12.75325 -2.11736
Cl -1.42220 12.95354 -1.14170
H -4.44528 11.37282 -2.50287
H -2.86025 10.60893 -2.10107
H -3.56218 13.52407 -1.71053
H -2.58990 12.93626 -3.13385
```

[2]
# C5H12N2

A single C5H12N2 molecule in a non-equilibrium geometry (ωB97M-V with the def2-TZVPD basis set, the OMol25 dataset).

Frontier orbital gap (alpha / beta) in Eh: 0.26242 / 0.27698
ΔE to the lowest compared entry with this formula, charge and spin in kcal per mole: 98.5
LUMO (alpha / beta) in Eh: 0.0029 / 0.0108
Multiplicity: 1

Geometry as XYZ:
```
19
C5H12N2, DFT ωB97M-V with the def2-TZVPD basis set
C -0.15934 -0.95037 0.16923
C -0.77361 1.12844 0.22726
C 0.15520 -2.01026 1.17062
C 1.15528 0.45584 -1.45594
C 0.74109 0.18058 -0.01770
N -1.76264 1.06953 -0.78827
N 1.61716 0.54286 0.92684
H -0.96512 -1.16063 -0.52564
H 1.27814 0.29510 1.85740
H -2.67755 0.77261 -0.48559
H -1.80150 1.85331 -1.42036
H -0.21150 2.05369 0.14747
H -1.14212 1.06937 1.25244
H -0.30711 -1.81772 2.14668
H 1.23626 -2.05286 1.34379
H -0.20810 -2.98255 0.83194
H 1.91454 -0.27223 -1.74040
H 1.59690 1.45265 -1.49811
H 0.31403 0.37263 -2.14166
```

[3]
# C4H8N2

A molecular structure, C4H8N2 in a non-equilibrium geometry (ωB97M-V with the def2-TZVPD basis set, the OMol25 dataset).

Frontier orbital gap in Eh: 0.33876
ΔE to the lowest compared entry with this formula, charge and spin in kcal per mole: 112.2
LUMO in Eh: -0.0026
Multiplicity: 1

Geometry as XYZ:
```
14
C4H8N2, DFT ωB97M-V with the def2-TZVPD basis set
C -0.77326 0.23510 0.50296
C 0.72204 0.06532 0.55717
C -2.03302 -0.52447 0.09555
C 1.52438 -0.84877 -0.26761
N 0.87539 1.09513 1.33092
N -0.70614 1.28684 1.24624
H 1.30193 1.98288 -1.26418
H -1.85579 -1.55122 0.43162
H -2.13521 -0.54117 -0.99051
H -2.89841 -0.06780 0.53049
H 1.67649 -0.52949 -1.22249
H 1.03638 -1.88075 -0.20011
H 2.59841 -0.89711 0.10979
H 0.66681 2.17551 -0.85983
```

[4]
# C32H23Br2N9O4S2Sc

A molecular structure, C32H23Br2N9O4S2Sc (ωB97M-V with the def2-TZVPD basis set, the OMol25 dataset).

Frontier orbital gap in Eh: 0.25213
Total charge: +1
ΔE to the lowest compared entry with this formula, charge and spin in kcal per mole: 17.5
LUMO in Eh: -0.1314
Multiplicity: 1

Geometry as XYZ:
```
73
C32H23Br2N9O4S2Sc, DFT ωB97M-V with the def2-TZVPD basis set
Sc 1.01236 0.26529 -0.62045
O 6.63379 -1.91638 -1.78148
C 6.26842 -2.45630 -0.63168
O 6.96933 -3.20884 -0.00900
C 4.92523 -2.08052 -0.09368
C 4.46980 -2.48516 1.14248
N 3.24434 -1.95642 1.30417
N 2.85662 -1.23741 0.23972
C 3.86807 -1.31232 -0.61285
C 3.69577 -0.52572 -1.87539
O 4.60295 -0.41318 -2.67853
O 2.52687 0.00956 -1.94906
H 5.95672 -1.29663 -2.15216
H 4.94343 -3.10045 1.88914
H 2.65044 -2.03087 2.11220
Br -0.69598 -2.66317 -6.56786
C -0.46423 -1.79971 -4.92169
C -0.13751 -0.45574 -4.87454
C 0.03579 0.12965 -3.63396
N -0.11309 -0.53730 -2.48746
C -0.41565 -1.84033 -2.54732
C -0.60472 -2.51344 -3.74106
C -0.53331 -2.50320 -1.22611
C -1.23923 -3.68362 -1.03881
C -1.35156 -4.18598 0.24488
Br -2.32185 -5.75908 0.55583
C -0.75993 -3.50883 1.30166
C -0.07553 -2.34705 1.01289
N 0.04475 -1.84686 -0.21666
H -0.00252 0.12477 -5.77501
H 0.31257 1.17045 -3.54980
H -0.83014 -3.56915 -3.76226
H -1.71843 -4.18313 -1.86733
H -0.84192 -3.86385 2.31849
H 0.37428 -1.76648 1.81073
N -1.77152 1.05436 2.92267
C -2.86119 0.14370 2.88846
C -3.51254 -0.21605 4.05593
C -4.55874 -1.12656 4.00380
C -4.92488 -1.69851 2.79437
C -4.24725 -1.35609 1.63276
C -3.22986 -0.41403 1.67408
S -2.45032 0.15637 0.20208
N -0.89032 0.51871 0.81064
C -0.76545 0.96858 2.00467
C 0.59949 1.39761 2.41737
C 0.83287 2.24115 3.48781
C 2.13560 2.64318 3.75169
C 3.15638 2.17368 2.94960
C 2.83526 1.32600 1.90060
N 1.58693 0.95085 1.62790
H -1.50249 1.34608 3.84798
H -3.20972 0.22096 5.00040
H -5.08190 -1.39215 4.91187
H -5.73672 -2.41132 2.75435
H -4.52489 -1.80543 0.68700
H 0.02330 2.62961 4.08976
H 2.34085 3.32233 4.56779
H 4.18491 2.46205 3.11122
H 3.60587 0.94923 1.23934
C -2.26902 6.22342 -2.15101
C -1.97570 4.77105 -1.95012
C -2.91231 3.77791 -2.24387
C -2.53192 2.47708 -2.00769
N -1.32952 2.15577 -1.52773
C -0.49686 3.17125 -1.28189
S 1.06960 2.76932 -0.61983
N -0.77554 4.46265 -1.46416
H -3.13388 6.37630 -2.79363
H -1.39871 6.71521 -2.58171
H -2.46670 6.69456 -1.18667
H -3.88965 4.01718 -2.63686
H -3.20936 1.65138 -2.20701
```

[5]
# C6H13NO

A single C6H13NO molecule in a non-equilibrium geometry (ωB97M-V with the def2-TZVPD basis set, the OMol25 dataset).

Frontier orbital gap in Eh: 0.37266
ΔE to the lowest compared entry with this formula, charge and spin in kcal per mole: 50.7
LUMO in Eh: 0.0377
Multiplicity: 1

Geometry as XYZ:
```
21
C6H13NO, DFT ωB97M-V with the def2-TZVPD basis set
C -1.38994 0.91054 -0.69658
C -0.31862 0.33663 -0.11034
C 0.68110 -0.40917 -0.96582
O 0.27766 -1.75503 -1.21212
C -0.59420 -1.88078 -2.33093
C -0.09480 0.46618 1.39319
C 1.29635 0.10727 1.92545
N -0.39182 1.84432 1.82126
H -2.13092 1.44693 -0.10896
H -1.57134 0.84018 -1.76334
H 1.65920 -0.46135 -0.48269
H 0.86837 0.12215 -1.90763
H -0.32396 -1.19707 -3.14308
H -0.52116 -2.90292 -2.71243
H -1.62829 -1.70462 -2.02259
H -0.81336 -0.19799 1.88978
H 1.51726 -0.95285 1.76129
H 1.35883 0.27820 3.00728
H 2.08330 0.70616 1.45297
H 0.27896 2.47282 1.38092
H -0.24262 1.93041 2.82437
```

[6]
# CHNS4

A molecular structure, CHNS4 in a non-equilibrium geometry (ωB97M-V with the def2-TZVPD basis set, the OMol25 dataset).

Frontier orbital gap in Eh: 0.28945
ΔE to the lowest compared entry with this formula, charge and spin in kcal per mole: 74.1
LUMO in Eh: -0.0199
Multiplicity: 1

Geometry as XYZ:
```
7
CHNS4, DFT ωB97M-V with the def2-TZVPD basis set
C -0.72036 0.03640 0.23942
N 0.79786 -1.03116 0.64703
S -2.14104 -0.59608 0.44878
S 2.19651 -0.23897 0.08967
S 1.21363 -1.68990 -0.77941
S -0.13086 1.60315 0.01891
H -1.21575 1.91656 -0.66441
```

[7]
# CH3O4

A molecular structure, CH3O4 in a non-equilibrium geometry (ωB97M-V with the def2-TZVPD basis set, the OMol25 dataset).

Frontier orbital gap (alpha / beta) in Eh: 0.34352 / 0.35001
Total charge: +1
ΔE to the lowest compared entry with this formula, charge and spin in kcal per mole: 155.1
LUMO (alpha / beta) in Eh: -0.3199 / -0.3129
Multiplicity: 1

Geometry as XYZ:
```
8
CH3O4, DFT ωB97M-V with the def2-TZVPD basis set
C -0.85538 0.22131 -0.21337
O 2.93633 0.06954 0.36351
O -1.52096 -0.81450 0.07339
O 0.84609 -0.25824 0.11409
O 1.90959 0.28024 -0.28961
H -0.88054 1.26553 0.16590
H -0.81401 0.37041 -1.32715
H -1.62111 -1.13428 1.11323
```

no.,E (eV)
1,-39708.752
2,-8355.863
3,-7253.010
4,-237615.809
5,-9968.976
6,-45880.312
7,-9258.094